--- one ---
A cluster of 2 separate species, C5H10N2O in total, computed with ωB97M-V with the def2-TZVPD basis set.

Structure (XYZ):
```
18
Properties=species:S:1:pos:R:3:mulliken_charge:R:1
C -3.204 -0.562 -0.801 0.02
H -0.577 0.592 -1.135 0.29
H 0.329 0.054 -2.091 0.46
C 3.054 1.340 0.688 -0.34
C 1.248 0.413 -0.137 0.68
C 1.557 -0.249 1.035 -0.48
H 1.014 -1.000 1.625 0.36
H -3.258 -1.533 -1.311 0.30
N 2.194 1.402 -0.422 -0.64
H -2.084 -0.465 -0.802 -0.35
H 0.085 -1.253 -0.945 0.36
H 3.809 2.013 0.959 0.42
H -3.586 0.270 -1.400 0.27
H 3.099 0.157 2.506 0.28
O -3.549 -0.383 0.564 -0.50
H -3.068 -0.909 1.171 0.28
N 2.720 0.257 1.511 -0.11
C 0.219 -0.144 -1.015 -1.32
```

HOMO energy in hartree: -0.3079
SMILES: Cc1c[nH]cn1.CO

=====

--- two ---
The molecule C5H10N2O, computed with ωB97M-V with the def2-TZVPD basis set.

Structure (XYZ):
```
18
Properties=species:S:1:pos:R:3:mulliken_charge:R:1
C 0.131 0.177 -0.576 0.27
C 0.070 0.734 1.910 -1.27
H -0.663 0.311 2.600 0.32
H -0.266 1.727 1.601 0.34
H 0.313 -2.030 1.764 0.35
C 0.985 -1.475 1.097 -1.38
O -2.024 0.873 0.119 -0.65
N 0.905 -0.301 -1.642 -0.70
H -2.618 1.005 -2.262 0.26
H 0.810 0.289 -2.468 0.24
H 1.142 -2.119 0.226 0.37
H -1.062 0.312 -2.823 0.19
H 1.892 -0.318 -1.393 0.26
H 1.945 -1.337 1.597 0.34
N -1.651 0.747 -2.126 -0.39
H 1.011 0.869 2.459 0.39
C -1.238 0.712 -0.821 0.24
C 0.316 -0.177 0.738 0.83
```

HOMO energy in hartree: -0.2831
SMILES: CC(C)=C(N)C(N)=O

=====

--- three ---
A structure of composition C5H10N2O, computed with ωB97M-V with the def2-TZVPD basis set.

Structure (XYZ):
```
18
Properties=species:S:1:pos:R:3:mulliken_charge:R:1
O -2.036 -1.307 0.038 -0.49
H 0.256 -1.188 1.111 0.39
C -0.336 0.573 0.595 -0.24
H -3.120 1.008 0.694 0.22
C -0.418 0.373 -0.974 -0.75
H -0.403 1.621 0.860 0.35
C 2.710 0.197 -0.086 -0.17
C -1.624 0.011 -0.192 0.93
H 4.068 0.036 -1.516 0.22
H 2.638 1.294 -0.142 0.22
C 3.869 -0.328 -0.504 -0.52
H -0.634 1.302 -1.482 0.32
H 1.664 -0.164 0.561 0.12
H 0.126 -0.425 -1.455 0.33
N -2.619 0.919 -0.187 -0.84
H -2.992 -1.208 0.015 0.34
H 4.429 -1.148 -0.078 0.29
N 0.551 -0.217 1.257 -0.70
```

HOMO energy in hartree: -0.2928

=====

--- four ---
A cluster of 3 separate species, C5H10N2O in total, computed with ωB97M-V with the def2-TZVPD basis set.

Structure (XYZ):
```
18
Properties=species:S:1:pos:R:3:mulliken_charge:R:1
H 0.335 -1.968 0.188 0.22
C -1.318 -0.356 -1.307 -1.31
H -0.902 1.747 -1.339 0.50
O 1.561 -0.145 -1.232 -0.48
H -1.968 -1.056 -0.804 0.32
H 1.980 -0.751 1.354 0.41
H -0.822 -1.569 1.466 0.29
H 0.798 -0.782 -1.380 0.25
H 1.133 1.825 -0.802 0.36
C -1.036 0.872 -0.715 0.27
H 0.577 0.129 2.247 0.36
H 2.121 1.075 0.318 0.39
N -1.826 1.382 1.675 -0.51
C 1.278 0.850 -0.336 -0.76
C 0.925 -0.519 1.454 -0.62
C -1.578 1.164 0.568 0.29
N 0.082 -1.458 1.028 -0.28
H -1.338 -0.439 -2.386 0.30
```

HOMO energy (alpha / beta) in hartree: -0.2831 / -0.2831

=====

Last place for stability: three